# 1
The ion C6H17N2 with charge +1 at a distorted geometry. Source: the Open Molecules 2025 dataset; level of theory: ωB97M-V with the def2-TZVPD basis set.

**Structure (SMILES)**: CCNC[C@H](C)[NH2+]C
**Highest occupied orbital energy**: -13.53 eV
**Energy above the lowest of the compared OMol25 structures with the same formula, charge and spin**: 56.7 kcal/mol

```
! RIJCOSX wB97M-V def2-TZVPD def2/J DEFGRID3
* xyz 1 1
N 0.3459 0.7757 -1.4911
N -0.7537 -1.1324 0.0433
C 1.7126 1.8074 0.4699
C 1.0380 0.6122 -0.1946
C -2.0714 -1.2125 0.6577
C 1.4523 0.9095 -2.5810
C -2.0731 -1.8021 2.0463
C 0.1847 -0.2529 0.7683
H 2.4006 1.6517 1.3390
H 2.4431 2.3142 -0.1745
H 1.3471 0.0167 -3.3404
H 0.8894 2.5061 0.6496
H -2.4422 -0.2398 0.5983
H -1.1122 -1.8639 2.5527
H -0.3022 1.4785 -1.4687
H -0.2639 -0.0558 -1.6736
H 1.1964 1.6231 -3.3733
H -2.9152 -1.3617 2.6444
H 1.9709 -0.0376 -0.3932
H 0.8628 -0.7342 1.5077
H -0.5670 0.4002 1.4045
H -2.5488 -2.8070 2.1075
H 2.3370 1.2781 -2.2332
H -0.3845 -2.0712 0.2293
H -2.7466 -1.8021 -0.0948
*
```

Here are the natural (NBO) charges for atoms 1 to 8, given in e: atom 1 (N): -0.5156, atom 2 (N): -0.6604, atom 3 (C): -0.6425, atom 4 (C): -0.0716, atom 5 (C): -0.2228, atom 6 (C): -0.4419, atom 7 (C): -0.6852, atom 8 (C): -0.2514

# 2
A cluster of 2 separate species, C4H8N2O in total. Source: the Open Molecules 2025 dataset; level of theory: ωB97M-V with the def2-TZVPD basis set.

**Structure (SMILES)**: N#C/C=C/CO.N
**Highest occupied orbital energy**: -9.38 eV
**Energy above the lowest of the compared OMol25 structures with the same formula, charge and spin**: 56.5 kcal/mol

```
! RIJCOSX wB97M-V def2-TZVPD def2/J DEFGRID3
* xyz 0 1
O -0.8489 0.9958 -1.3076
N -0.7155 0.8323 1.6193
N 1.2211 -2.1340 2.4801
C 0.2068 -1.1465 0.3105
C 0.2313 0.1898 -1.7657
C 0.7771 -1.7056 1.5017
C 0.9034 -0.4492 -0.5852
H -1.3455 1.1430 0.8879
H -0.1523 -0.5849 -2.4448
H 0.9601 0.7894 -2.3272
H 1.9593 -0.2945 -0.4321
H -1.4228 1.1643 -2.0631
H -1.0677 1.1460 2.5119
H -0.8617 -1.2636 0.1995
H 0.1554 1.3179 1.4147
*
```

Here are the natural (NBO) charges for atoms 1 to 8, given in e: atom 1 (O): -0.7311, atom 2 (N): -1.0690, atom 3 (N): -0.3164, atom 4 (C): -0.2510, atom 5 (C): -0.1032, atom 6 (C): 0.2706, atom 7 (C): -0.1855, atom 8 (H): 0.3769

# 3
A structure of composition C8H26MnN4O5 at a distorted geometry. Source: the Open Molecules 2025 dataset; level of theory: ωB97M-V with the def2-TZVPD basis set.

**Highest occupied orbital energy (spin up / spin down)**: -10.73 / -10.82 eV
**⟨S²⟩**: 6.07

```
! RIJCOSX wB97M-V def2-TZVPD def2/J DEFGRID3
* xyz 1 5
Mn -0.1149 0.8543 -0.3200
O 0.0221 3.5139 0.7934
O -2.2240 0.5321 -2.2663
O -1.2762 2.6305 -0.9819
O -1.4546 -1.9930 0.8682
O 2.1662 -1.6234 -0.2953
N -0.9874 -0.0099 -1.8655
N 1.1351 -0.8759 -0.9828
N -1.7520 0.9651 1.1084
N 0.9348 0.0997 1.7032
C 0.1526 -0.0172 2.9792
C 0.7825 -1.4499 -2.1338
C -1.4306 1.8746 2.1855
C -0.4409 -0.9249 -2.6588
C -1.0889 -1.3415 -3.9177
C -0.5990 1.2735 3.2864
C 1.5446 2.3868 -0.5975
C 1.5401 -2.5338 -2.8255
H -2.3663 2.2744 2.5704
H -1.9087 -0.6570 -4.1536
H -1.9253 -0.0151 1.3349
H 2.5059 1.8923 -0.3382
H -1.4753 -2.3616 -3.8259
H -0.7736 3.2287 -0.1464
H -2.4320 1.3156 0.4342
H -0.5490 -0.8597 2.8693
H -1.2429 1.0750 4.1456
H 3.0108 -1.1610 -0.5035
H 2.1420 -2.1349 -3.6620
H -1.6874 3.2947 -1.5652
H 1.4020 -0.7988 1.4960
H 0.1239 2.0169 3.6351
H -0.8257 2.6722 1.7012
H 1.4889 2.4227 -1.7074
H -0.6400 -2.4675 0.6164
H 1.6892 0.7793 1.8666
H 0.8500 -3.2671 -3.2713
H 2.2188 -3.0742 -2.1518
H 1.4570 3.3692 -0.1580
H 0.8273 -0.2656 3.8275
H -0.1752 4.4062 1.1238
H -2.1807 -2.5706 0.5616
H -0.3540 -1.3310 -4.7257
H -2.1407 1.4259 -1.8511
*
```

Here are the natural (NBO) charges for atoms 1 to 8, given in e: atom 1 (Mn): 1.3837, atom 2 (O): -1.0949, atom 3 (O): -0.5170, atom 4 (O): -1.1098, atom 5 (O): -0.9635, atom 6 (O): -0.5706, atom 7 (N): -0.1767, atom 8 (N): -0.2053

# 4
A cluster of 2 separate species, CH7N2O in total. Source: the Open Molecules 2025 dataset; level of theory: ωB97M-V with the def2-TZVPD basis set.

**Highest occupied orbital energy**: -15.91 eV
**Energy above the lowest of the compared OMol25 structures with the same formula, charge and spin**: 9.6 kcal/mol

```
! RIJCOSX wB97M-V def2-TZVPD def2/J DEFGRID3
* xyz 1 1
O 0.9815 1.3822 -2.1186
N -0.5097 -0.2543 -0.2395
N -0.6372 -1.1674 1.8658
C 0.0498 -0.6168 0.8713
H -1.5660 -0.8377 2.1063
H 1.8163 1.8642 -2.0687
H -0.1847 -1.7950 2.5111
H 1.0911 -0.3996 1.0675
H -1.4712 -0.5067 -0.4193
H 0.4629 1.8918 -2.7539
H -0.0327 0.4393 -0.8219
*
```

Here are the natural (NBO) charges for atoms 1 to 8, given in e: atom 1 (O): -0.9696, atom 2 (N): -0.6741, atom 3 (N): -0.7551, atom 4 (C): 0.4127, atom 5 (H): 0.4341, atom 6 (H): 0.4998, atom 7 (H): 0.4360, atom 8 (H): 0.2251

# 5
A cluster of 2 separate species, C2HN2OS in total at a distorted geometry. Source: the Open Molecules 2025 dataset; level of theory: ωB97M-V with the def2-TZVPD basis set.

**Highest occupied orbital energy**: -2.84 eV
**Energy above the lowest of the compared OMol25 structures with the same formula, charge and spin**: 14.6 kcal/mol

```
! RIJCOSX wB97M-V def2-TZVPD def2/J DEFGRID3
* xyz -1 1
S -1.9332 0.0193 1.2266
O -1.7017 1.2509 -1.1716
N 1.2150 0.3314 -0.1034
N 1.3799 -2.0787 -0.4221
C -1.6631 0.6877 -0.1515
C 1.3124 -0.9316 -0.1965
H 1.3908 0.7210 0.8185
*
```

Quick look at the natural (NBO) charges, all values in e: atom 1 (S): -0.0441, atom 2 (O): -0.4752, atom 3 (N): -1.0190, atom 4 (N): -0.7044, atom 5 (C): 0.4841, atom 6 (C): 0.4228, atom 7 (H): 0.3358

# 6
A structure of composition C40H34AsF6N7O2Ta. Source: the Open Molecules 2025 dataset; level of theory: ωB97M-V with the def2-TZVPD basis set.

**Highest occupied orbital energy (spin up / spin down)**: -13.91 / -14.01 eV
**⟨S²⟩**: 0.80
**Energy above the lowest of the compared OMol25 structures with the same formula, charge and spin**: 17.0 kcal/mol

```
! RIJCOSX wB97M-V def2-TZVPD def2/J DEFGRID3
* xyz 2 2
Ta -0.1395 -0.4396 -0.2929
As -1.9996 -3.2078 -2.8590
F -2.6660 -4.1388 -4.0796
F -1.1210 -1.9798 -1.1838
F -3.2723 -3.1755 -1.7491
F -0.4704 -2.9132 -3.5086
F -2.5111 -1.6988 -3.4484
F -1.3241 -4.4977 -1.9683
O -3.0425 -0.8180 2.7055
O -1.7010 1.1698 -3.8131
N 0.0397 1.7538 0.4893
N -0.2415 0.6089 -2.0818
N 2.8872 -0.7848 0.4280
N -1.0844 -0.9054 1.4486
N 1.1661 -2.3301 -0.0060
N 1.9862 0.0490 0.2402
N -2.1955 0.1978 -0.5052
C 3.1843 1.0304 -3.4946
C -0.1870 3.4943 -2.4561
C 0.5046 -1.3833 3.2719
C -2.7001 4.1225 2.6417
C 3.3507 -3.0911 0.6516
C 1.1049 -2.3072 4.1217
C -3.0416 3.6857 1.3664
C 3.2403 2.4002 -3.6510
C 2.8349 4.1325 0.3367
C 0.7701 -3.5913 -0.1063
C -2.4498 -0.6180 1.6878
C 2.0408 0.4176 -2.9872
C -2.1718 2.8965 0.6332
C -0.9350 -3.1622 2.4068
C 1.2736 2.2933 0.3902
C -0.9284 2.5541 1.1677
C -2.0993 -3.6404 1.5711
C -4.4328 -0.0014 0.2320
C 1.5413 3.6886 0.4301
C -3.0813 -0.0871 0.4504
C 1.6361 -4.6625 0.1537
C -4.8645 0.4031 -1.0305
C 2.3656 1.4109 0.2346
C 3.6668 1.8568 0.1726
C -1.4665 3.7845 3.1787
C 2.4478 -2.1046 0.3623
C -3.9358 0.7073 -2.0184
C -1.4876 0.8466 -2.6814
C 2.9279 -4.4181 0.5464
C 3.9021 3.2234 0.2204
C 0.7113 -3.6330 4.1147
C 0.9493 1.2177 -2.6269
C 0.9835 2.6053 -2.7928
C 2.1408 3.1742 -3.3073
C -0.3135 -4.0480 3.2740
C 0.8332 0.0814 3.4312
C -0.4793 -1.8403 2.3889
C -2.6000 0.5895 -1.7132
C 2.0185 -1.0898 -2.9488
C -0.5808 3.0179 2.4440
H -3.9891 3.9764 0.9297
H -2.4349 2.6269 -0.3767
H 4.3543 -2.8158 0.9478
H 2.2512 -1.4939 -3.9345
H -0.2469 -3.7644 -0.4022
H -3.3901 4.7335 3.2092
H 2.7709 -1.4903 -2.2722
H 4.4748 1.1440 0.0778
H 0.0183 0.5858 3.9564
H -1.1918 4.1170 4.1717
H -5.1154 -0.2608 1.0292
H 2.1716 4.2488 -3.4520
H -0.7649 3.1170 -1.6096
H 4.9166 3.5949 0.1571
H 3.0374 5.1957 0.3341
H 1.2637 -5.6707 0.0309
H 4.1255 2.8661 -4.0661
H -0.6520 -5.0782 3.3011
H -2.2252 -3.0892 0.6401
H 0.7164 4.3850 0.4927
H 3.6078 -5.2313 0.7648
H -0.8705 3.5776 -3.3019
H 1.1780 -4.3397 4.7902
H 1.0399 -1.5032 -2.6964
H 4.0246 0.4137 -3.7960
H -3.0258 -3.5355 2.1405
H 0.3719 2.7329 2.8721
H 1.8669 -1.9706 4.8164
H 1.7393 0.2097 4.0224
H -5.9237 0.4616 -1.2473
H -1.9937 -4.6972 1.3250
H 0.9687 0.6045 2.4893
H 0.1611 4.4960 -2.2075
H -4.2187 1.0078 -3.0186
*
```

Here are the Löwdin charges for atoms 1 to 8, given in e: atom 1 (Ta): 1.9995, atom 2 (As): 0.8469, atom 3 (F): -0.1350, atom 4 (F): -0.4212, atom 5 (F): -0.1792, atom 6 (F): -0.1787, atom 7 (F): -0.1674, atom 8 (F): -0.1990